(i)
C4H5NO2 | wB97M-V/def2-TZVPD

Positions of all 12 atoms, in Å:
O (1.7085, 1.4604, 1.0657)
O (1.3428, -1.5062, -0.7070)
N (-0.2925, -0.3558, 0.4381)
C (-1.1709, 0.7096, 0.0097)
C (-1.4810, -0.7233, -0.2827)
C (0.9794, -0.5587, -0.0417)
C (1.9992, 0.4834, 0.4252)
H (3.0330, 0.2480, 0.1069)
H (-2.2354, -1.2369, 0.3073)
H (-1.3500, -1.0890, -1.2992)
H (-0.8423, 1.3281, -0.8240)
H (-1.6909, 1.2403, 0.8017)

The value obtained for the orbital gap is 9.7 eV.

Atomic partial charges in e from the natural (NBO) method, atoms 1 to 2: -0.47 -0.54

=====

(ii)
C4H5NO2 | wB97M-V/def2-TZVPD

Positions of all 12 atoms, in Å:
O (-1.6652, 1.2645, -1.8936)
O (-1.2127, 1.2002, 1.5339)
N (2.1341, -1.7705, -0.4098)
C (-0.5865, 1.0914, 0.2667)
C (0.4170, 0.0308, 0.1717)
C (1.2256, -0.8305, -0.0927)
C (-1.6618, 0.7979, -0.7847)
H (1.8044, -2.7241, -0.4496)
H (-2.4485, 0.1019, -0.4242)
H (-0.9262, 0.4526, 2.0708)
H (-0.1323, 2.0566, 0.0125)
H (3.0522, -1.6708, -0.0012)

The value obtained for the orbital gap is 9.8 eV.

Atomic partial charges in e from the natural (NBO) method, atoms 1 to 2: -0.50 -0.70

=====

We find (i) to be the most stable, with the next structure 85.5 kJ/mol higher.

=====

(i)
C4H5NO2 | wB97M-V/def2-TZVPD

Positions of all 12 atoms, in Å:
O (-2.2434, 1.2402, 1.1625)
O (-0.6669, -0.8864, -1.6387)
N (1.2030, -0.1126, -0.5843)
C (-1.2686, 0.7128, 0.6933)
C (0.1171, 0.5741, 0.9794)
C (0.4108, -0.2561, -1.6134)
C (0.8349, -0.7005, 0.6791)
H (0.5867, 0.2635, -2.5655)
H (0.1783, -1.5773, 0.6407)
H (0.7119, 1.4656, 1.1652)
H (-1.4012, 0.1053, -0.3330)
H (1.7115, -0.8689, 1.3061)

The value obtained for the orbital gap is 8.0 eV.

Atomic partial charges in e from the natural (NBO) method, atoms 1 to 2: -0.47 -0.60

=====

(ii)
C4H5NO2 | wB97M-V/def2-TZVPD

Positions of all 12 atoms, in Å:
O (2.6613, -1.7667, -0.1534)
O (1.4514, -1.7471, -2.8331)
N (1.2286, -1.1635, -1.7272)
C (1.7705, -1.0847, -0.4830)
C (1.1025, -0.0551, 0.3652)
C (-0.5530, -0.4850, -1.3276)
C (-0.3726, -0.0908, 0.0365)
H (-0.8396, 0.8635, 0.3991)
H (1.5372, 0.8284, -0.0048)
H (-0.5950, -0.8779, 0.7057)
H (-1.2408, -0.2671, -2.0520)
H (1.4287, -0.1031, 1.4807)

The value obtained for the orbital gap (alpha / beta) is 9.1 / 8.3 eV.

Atomic partial charges in e from the natural (NBO) method, atoms 1 to 2: -0.50 -0.27

=====

(iii)
C4H5NO2 | wB97M-V/def2-TZVPD

Positions of all 12 atoms, in Å:
O (-0.9380, 3.7396, -0.3609)
O (0.8390, 0.8342, -1.6653)
N (-1.1557, 2.5792, -0.1933)
C (-1.6590, 1.5837, 0.1871)
C (0.5076, -0.9092, 0.1190)
C (0.4041, -2.1855, 0.8382)
C (0.7190, -0.1010, -0.7492)
H (-1.5851, 0.6149, 0.3781)
H (1.4984, 1.4872, -1.4528)
H (1.4665, -2.6193, 1.0486)
H (-0.1886, -2.0061, 1.7345)
H (0.0917, -3.0176, 0.1160)

The value obtained for the orbital gap is 10.0 eV.

Atomic partial charges in e from the natural (NBO) method, atoms 1 to 2: -0.40 -0.66

=====

(iv)
C4H5NO2 | wB97M-V/def2-TZVPD

Positions of all 12 atoms, in Å:
O (-0.0931, 0.9696, -1.3487)
O (-1.1166, 2.5161, 0.0316)
N (0.7054, -1.7450, 0.8541)
C (-0.6172, 1.4441, -0.0584)
C (0.0652, -0.3962, -1.1707)
C (-0.0127, 0.5721, 1.0242)
C (0.3844, -0.6736, 0.2921)
H (-0.9904, -0.8040, -1.3139)
H (-0.7341, 0.3907, 1.8214)
H (0.8519, 1.0697, 1.4677)
H (0.7184, -2.5637, 0.2493)
H (0.8388, -0.7796, -1.8486)

The value obtained for the orbital gap is 10.6 eV.

Atomic partial charges in e from the natural (NBO) method, atoms 1 to 2: -0.52 -0.50

=====

We find (iv) to be the most stable, with the next structure 301.4 kJ/mol higher.

=====

(i)
C4H5NO2 | wB97M-V/def2-TZVPD

Positions of all 12 atoms, in Å:
O (0.2687, -1.9022, -0.9817)
O (-2.0142, -0.2085, 1.2496)
N (2.0686, -0.9082, 0.2219)
C (0.1131, 1.4676, 0.3904)
C (1.1745, -1.4729, -0.3796)
C (-1.7683, -0.0651, 0.0705)
C (-0.6931, 0.8186, -0.4467)
H (-0.5613, 0.8642, -1.5256)
H (-2.3492, -0.6132, -0.6961)
H (-0.0229, 1.3657, 1.4636)
H (0.9348, 2.0852, 0.0417)
H (2.8495, -1.4313, 0.5922)

The value obtained for the orbital gap is 10.2 eV.

Atomic partial charges in e from the natural (NBO) method, atoms 1 to 2: -0.51 -0.53

=====

(ii)
C4H5NO2 | wB97M-V/def2-TZVPD

Positions of all 12 atoms, in Å:
O (0.0610, 1.7266, 0.2954)
O (-1.8348, -1.1633, 0.1503)
N (0.4678, -0.8495, -0.4698)
C (-0.9136, 1.1526, -0.1319)
C (1.5125, -0.1188, -0.5906)
C (-0.8883, -0.3706, -0.2764)
C (1.2859, -0.6038, 0.8900)
H (2.4283, -0.5149, -1.1857)
H (1.8221, 1.0402, -0.7720)
H (1.8438, -1.3565, 1.3848)
H (-1.9514, 1.7194, -0.3199)
H (0.7933, 0.1953, 1.2679)

The value obtained for the orbital gap is 8.5 eV.

Atomic partial charges in e from the natural (NBO) method, atoms 1 to 2: -0.48 -0.50

=====

(iii)
C4H5NO2 | wB97M-V/def2-TZVPD

Positions of all 12 atoms, in Å:
O (-0.3914, 0.6193, 1.9476)
O (-1.6752, -1.7771, -0.3437)
N (0.2935, 0.2935, -0.1898)
C (-1.4065, -1.1973, 0.6912)
C (1.3117, 1.0767, -0.5433)
C (0.8322, 0.0562, -1.5171)
C (-0.4995, -0.0638, 0.7767)
H (1.2786, 2.1589, -0.5572)
H (0.1431, 0.2899, -2.3289)
H (-1.8366, -1.4821, 1.6720)
H (0.5405, 0.8862, 2.0341)
H (1.4095, -0.8605, -1.6415)

The value obtained for the orbital gap (alpha / beta) is 7.3 / 7.6 eV.

Atomic partial charges in e from the natural (NBO) method, atoms 1 to 2: -0.66 -0.53

=====

(iv)
C4H5NO2 | wB97M-V/def2-TZVPD

Positions of all 12 atoms, in Å:
O (2.4645, 0.2566, 1.4691)
O (-0.7389, 1.1176, 0.1366)
N (-1.0229, -0.7607, -0.9485)
C (0.1849, -0.9981, -0.1171)
C (0.4784, 0.4099, 0.2836)
C (-1.5223, 0.4392, -0.6017)
C (1.4746, 0.9092, 1.1218)
H (-0.0834, -1.6589, 0.7269)
H (-2.4869, 0.8378, -0.8866)
H (-1.0438, -1.0264, -1.9218)
H (0.9674, -1.4945, -0.6951)
H (1.3285, 1.9681, 1.4329)

The value obtained for the orbital gap (alpha / beta) is 7.1 / 7.1 eV.

Atomic partial charges in e from the natural (NBO) method, atoms 1 to 2: -0.65 -0.32

=====

We find (i) to be the most stable, with the next structure 175.1 kJ/mol higher.

=====

(i)
C4H5NO2 | wB97M-V/def2-TZVPD

Positions of all 12 atoms, in Å:
O (-0.8457, 0.9874, -0.0660)
O (-0.8690, -1.2276, -0.1854)
N (-2.1673, -0.7538, -0.0547)
C (1.3257, 0.0301, -0.7630)
C (-2.0510, 0.4680, 0.0896)
C (1.2734, -0.2097, 0.7737)
C (0.0074, -0.1260, -0.1070)
H (1.3883, 1.0918, -1.1396)
H (1.3908, -1.2350, 1.0956)
H (-2.8251, 1.1544, 0.1658)
H (1.6172, 0.5774, 1.4695)
H (1.7552, -0.7571, -1.2784)

The value obtained for the orbital gap is 9.7 eV.

Atomic partial charges in e from the natural (NBO) method, atoms 1 to 2: -0.46 -0.36

=====

(ii)
C4H5NO2 | wB97M-V/def2-TZVPD

Positions of all 12 atoms, in Å:
O (-0.4808, 1.3563, -0.9446)
O (-0.0399, 2.0602, 0.2151)
N (-2.3605, -1.4461, 0.0384)
C (-0.3128, 0.0933, -0.1125)
C (0.7733, -0.7910, -0.7876)
C (-1.5826, -0.6424, 0.0046)
C (0.0913, 0.8951, 1.0609)
H (1.0934, 0.6042, 1.2023)
H (-0.4299, 1.0082, 1.9688)
H (1.2205, -1.3966, 0.0376)
H (1.6718, -0.2916, -1.2413)
H (0.3563, -1.4497, -1.4417)

The value obtained for the orbital gap is 10.5 eV.

Atomic partial charges in e from the natural (NBO) method, atoms 1 to 2: -0.23 -0.25

=====

(iii)
C4H5NO2 | wB97M-V/def2-TZVPD

Positions of all 12 atoms, in Å:
O (0.9031, -1.6399, -0.4441)
O (-2.1641, -0.4867, -0.3063)
N (-0.4193, 1.0144, -0.1229)
C (-0.1435, -1.4724, 0.1315)
C (-0.9720, -0.2359, -0.0511)
C (1.9840, 1.1710, 0.2189)
C (0.7105, 1.5606, 0.5179)
H (-0.7797, -2.1925, 0.6152)
H (0.4892, 2.3457, 1.2792)
H (2.2241, 0.3065, -0.4423)
H (-1.1540, 1.6017, -0.2771)
H (2.7694, 1.7103, 0.7844)

The value obtained for the orbital gap is 9.5 eV.

Atomic partial charges in e from the natural (NBO) method, atoms 1 to 2: -0.48 -0.58

=====

We find (iii) to be the most stable, with the next structure 186.3 kJ/mol higher.

=====

(i)
C4H5NO2 | wB97M-V/def2-TZVPD

Positions of all 12 atoms, in Å:
O (-0.9588, 0.6424, 1.7715)
O (1.1404, -2.6132, -1.0072)
N (-0.5764, -0.2709, -0.7735)
C (-0.2012, 1.0946, -0.4724)
C (-0.5208, 1.4375, 0.9793)
C (1.0900, -1.9980, 0.1093)
C (0.0091, -1.2737, -0.1796)
H (0.8723, 1.2362, -0.6355)
H (-0.3120, 2.4863, 1.2692)
H (-1.5701, -0.4117, -0.9157)
H (1.7628, -2.1228, 0.9807)
H (-0.7351, 1.7933, -1.1260)

The value obtained for the orbital gap is 8.5 eV.

Atomic partial charges in e from the natural (NBO) method, atoms 1 to 2: -0.50 -0.60

=====

(ii)
C4H5NO2 | wB97M-V/def2-TZVPD

Positions of all 12 atoms, in Å:
O (0.2493, -0.3964, -2.7469)
O (-0.6305, 0.9593, -1.2973)
N (1.5524, -1.7176, -0.1051)
C (0.6718, -0.8113, -0.0456)
C (-0.8697, 1.0536, 0.0888)
C (-0.0484, 0.0641, 0.9446)
C (0.1551, -0.0377, -1.6058)
H (0.5545, 0.6952, 1.5763)
H (-0.7202, -0.5132, 1.6458)
H (-1.8064, 0.5693, 0.2876)
H (-0.9897, 2.1810, 0.4371)
H (1.8819, -2.0464, 0.8205)

The value obtained for the orbital gap is 10.2 eV.

Atomic partial charges in e from the natural (NBO) method, atoms 1 to 2: -0.55 -0.47

=====

We find (ii) to be the most stable, with the next structure 223.0 kJ/mol higher.